Here is a 2-piece molecular cluster, CH3NOS overall at a distorted geometry from the Open Molecules 2025 dataset. Energies are from ωB97M-V with the def2-TZVPD basis set.

As for the LUMO energy: 0.64 eV. For the frontier orbital gap, the calculation gives 10.410 eV. The maximum force is 3.76 eV/Å. As for the energy relative to the best compared isomer or geometry (same formula, charge and spin): 4.0922 eV. Its SMILES is C#[N+][O-].S.

Structure (ORCA input):
```
! wB97M-V def2-TZVPD RIJCOSX def2/J DEFGRID3
* xyz 0 1
C -1.418 -0.786 0.095
N -1.788 0.303 -0.063
O -2.161 1.392 0.149
H -1.523 -1.741 -0.146
S 2.489 0.694 0.287
H 3.181 -0.198 -0.377
H 1.220 0.335 0.054
*
```

Löwdin atomic charge list, values in e, 4 entries: number 1, C, carries 0.1452; number 2, N, carries -0.2223; number 3, O, carries 0.0578; number 4, H, carries 0.0286

***

Here is a 2-piece molecular cluster, CH3NOS overall at a distorted geometry from the Open Molecules 2025 dataset. Energies are from ωB97M-V with the def2-TZVPD basis set.

As for the LUMO energy (spin up / spin down): -2.46 / -2.46 eV. For the frontier orbital gap (spin up / spin down), the calculation gives 6.990 / 6.981 eV. The maximum force is 2.44 eV/Å. As for the energy relative to the best compared isomer or geometry (same formula, charge and spin): 6.1120 eV.

Structure (ORCA input):
```
! wB97M-V def2-TZVPD RIJCOSX def2/J DEFGRID3
* xyz 0 1
C -0.213 0.753 0.110
N 0.361 -0.488 0.542
O 1.564 -0.537 0.558
S -0.600 -3.021 -0.911
H -1.319 0.782 0.178
H -0.133 0.861 -0.983
H 0.340 1.649 0.506
*
```

Löwdin atomic charge list, values in e, 4 entries: number 1, C, carries -0.1162; number 2, N, carries -0.1732; number 3, O, carries -0.0142; number 4, S, carries 0.0269

***

Here is one molecule with the formula CH3NOS at a distorted geometry from the Open Molecules 2025 dataset. Energies are from ωB97M-V with the def2-TZVPD basis set.

As for the LUMO energy: 0.64 eV. For the frontier orbital gap, the calculation gives 10.837 eV. The maximum force is 3.34 eV/Å. As for the energy relative to the best compared isomer or geometry (same formula, charge and spin): 1.4993 eV. Its SMILES is O=CNS.

Structure (ORCA input):
```
! wB97M-V def2-TZVPD RIJCOSX def2/J DEFGRID3
* xyz 0 1
O 1.798 -1.330 0.304
C 0.812 -0.620 0.301
N -0.097 0.010 -0.614
S -0.793 1.405 -0.010
H 0.151 -0.327 1.250
H 0.096 0.021 -1.609
H -1.967 0.842 0.378
*
```

Löwdin atomic charge list, values in e, 4 entries: number 1, O, carries 0.0435; number 2, C, carries -0.4166; number 3, N, carries -0.4414; number 4, S, carries 0.7523

***

Here is one molecule with the formula CH3NOS at a distorted geometry from the Open Molecules 2025 dataset. Energies are from ωB97M-V with the def2-TZVPD basis set.

As for the LUMO energy: 0.51 eV. For the frontier orbital gap, the calculation gives 10.311 eV. The maximum force is 4.47 eV/Å. As for the energy relative to the best compared isomer or geometry (same formula, charge and spin): 3.4395 eV.

Structure (ORCA input):
```
! wB97M-V def2-TZVPD RIJCOSX def2/J DEFGRID3
* xyz 0 1
C 0.867 -0.493 0.642
N 0.450 0.558 0.149
O -1.857 -0.356 -0.595
S -1.154 0.875 -0.440
H 1.843 -0.374 1.486
H 0.460 -1.578 0.521
H -0.609 1.369 -1.763
*
```

Löwdin atomic charge list, values in e, 4 entries: number 1, C, carries -0.1883; number 2, N, carries -0.3265; number 3, O, carries -0.5575; number 4, S, carries 0.8152

***

Here is CH3NOS2 as an isolated structure at a distorted geometry from the Open Molecules 2025 dataset. Energies are from ωB97M-V with the def2-TZVPD basis set.

As for the LUMO energy: 0.10 eV. For the frontier orbital gap, the calculation gives 8.801 eV. The maximum force is 5.98 eV/Å. As for the energy relative to the best compared isomer or geometry (same formula, charge and spin): 0.2180 eV.

Structure (ORCA input):
```
! wB97M-V def2-TZVPD RIJCOSX def2/J DEFGRID3
* xyz 0 1
C 0.798 -0.180 -0.133
N -0.108 -1.047 0.083
O -1.116 1.852 -0.297
S 2.351 -0.609 -0.262
S 0.572 1.530 -0.169
H 0.208 -1.987 0.212
H -1.154 -1.062 0.035
H -1.552 1.504 0.530
*
```

Löwdin atomic charge list, values in e, 4 entries: number 1, C, carries -1.3584; number 2, N, carries 0.0203; number 3, O, carries -0.4664; number 4, S, carries 0.6103

***

Here is a 2-piece molecular cluster, CH3NOS2 overall at a distorted geometry from the Open Molecules 2025 dataset. Energies are from ωB97M-V with the def2-TZVPD basis set.

As for the LUMO energy: -0.23 eV. For the frontier orbital gap, the calculation gives 9.291 eV. The maximum force is 3.09 eV/Å. As for the energy relative to the best compared isomer or geometry (same formula, charge and spin): 0.9668 eV. Its SMILES is N=C=S.OS.

Structure (ORCA input):
```
! wB97M-V def2-TZVPD RIJCOSX def2/J DEFGRID3
* xyz 0 1
N 2.137 0.351 0.085
C 1.812 0.388 1.239
S 1.686 0.416 2.799
H 1.633 0.047 -0.789
O -2.070 -1.181 -0.690
S -1.157 0.350 -0.425
H -1.766 -1.537 -1.563
H -2.274 1.167 -0.656
*
```

Löwdin atomic charge list, values in e, 4 entries: number 1, N, carries 0.0860; number 2, C, carries -0.9422; number 3, S, carries 0.6943; number 4, H, carries 0.0779

***

no.,electronic energy (Ha)
1,-567.95037
2,-567.87614
3,-568.04566
4,-567.97436
5,-966.24078
6,-966.21326